Record 1
{"formula": "C55H125N11O9", "method": "ωB97M-V with the def2-TZVPD basis set", "e_homo_ha": -0.2855, "smiles": "CC1(C)CCCC(C)(C)N1O.CC1(C)CCCC(C)(C)N1O.CC1(C)CCCC(C)(C)N1O.CC1(C)CCCC(C)(C)N1O.CC1(C)CCCC(C)(C)N1O.COC[C@H](C)N.COC[C@H](C)N.NC(N)=O.NC(N)=O", "orbital_gap_ev": 8.0, "e_above_lowest_ev": 8.4432, "e_tot_ha": -3449.5965, "symbols": ["C", "C", "C", "C", "C", "C", "C", "C", "C", "N", "O", "H", "H", "H", "H", "H", "H", "H", "H", "H", "H", "H", "H", "H", "H", "H", "H", "H", "H", "H", "C", "C", "C", "C", "C", "C", "C", "C", "C", "N", "O", "H", "H", "H", "H", "H", "H", "H", "H", "H", "H", "H", "H", "H", "H", "H", "H", "H", "H", "H", "C", "C", "C", "C", "C", "C", "C", "C", "C", "N", "O", "H", "H", "H", "H", "H", "H", "H", "H", "H", "H", "H", "H", "H", "H", "H", "H", "H", "H", "H", "C", "C", "C", "C", "C", "C", "C", "C", "C", "N", "O", "H", "H", "H", "H", "H", "H", "H", "H", "H", "H", "H", "H", "H", "H", "H", "H", "H", "H", "H", "C", "C", "C", "C", "C", "C", "C", "C", "C", "N", "O", "H", "H", "H", "H", "H", "H", "H", "H", "H", "H", "H", "H", "H", "H", "H", "H", "H", "H", "H", "C", "O", "C", "C", "C", "N", "H", "H", "H", "H", "H", "H", "H", "H", "H", "H", "H", "C", "O", "C", "C", "C", "N", "H", "H", "H", "H", "H", "H", "H", "H", "H", "H", "H", "N", "C", "N", "O", "H", "H", "H", "H", "N", "C", "N", "O", "H", "H", "H", "H"], "xyz": [[-1.9192, 2.2024, 3.9289], [-1.1966, 1.7642, 5.2634], [-2.2011, 1.3030, 6.3452], [-0.1335, 0.6498, 4.8910], [0.8342, 0.3752, 6.0111], [1.6944, 1.5905, 6.1305], [0.8921, 2.8837, 6.4049], [0.6407, 2.9286, 7.9674], [1.8453, 3.9912, 5.8495], [-0.3192, 2.9278, 5.5047], [-1.0788, 4.0912, 5.8292], [-1.4286, 2.9148, 3.2656], [-2.1554, 1.4581, 3.1685], [-2.8721, 2.7135, 4.0661], [-1.5768, 1.0691, 7.2075], [-3.0054, 1.9947, 6.5957], [-2.6652, 0.3484, 6.0971], [-0.6508, -0.2601, 4.5868], [0.3686, 1.0162, 3.9956], [0.1808, 0.1504, 6.8540], [1.4379, -0.5001, 5.7716], [2.3428, 1.5337, 5.2561], [2.3611, 1.4813, 6.9858], [1.5520, 2.8642, 8.5620], [-0.1737, 2.3418, 8.3923], [0.3332, 3.9560, 8.1623], [1.9036, 4.1978, 4.7808], [2.8191, 3.7760, 6.2893], [1.3648, 4.9085, 6.1895], [-0.9487, 4.6643, 5.0701], [1.6991, -0.8957, 1.2485], [0.5620, -1.4848, 0.4588], [0.6587, -3.0668, 0.3908], [-0.7987, -1.1001, 1.1908], [-2.1271, -1.4577, 0.5079], [-2.0451, -0.7294, -0.8646], [-0.7863, -1.1916, -1.7305], [-1.1030, -2.6641, -2.3530], [-0.7054, -0.1644, -2.9703], [0.4783, -0.9916, -0.9076], [1.6744, -1.0280, -1.5507], [1.5238, 0.1774, 1.3250], [1.6198, -1.2839, 2.2640], [2.6795, -1.0734, 0.8065], [1.2134, -3.3332, -0.5090], [1.1846, -3.5173, 1.2326], [-0.2974, -3.5901, 0.3839], [-0.7976, -1.4234, 2.2317], [-0.9267, -0.0194, 1.2527], [-2.2712, -2.5380, 0.5261], [-2.9840, -1.0585, 1.0506], [-2.0789, 0.3601, -0.8644], [-2.9753, -0.9940, -1.3673], [-2.0574, -2.7854, -2.8654], [-1.1546, -3.4409, -1.5901], [-0.2395, -2.9735, -2.9418], [-0.5647, 0.8992, -2.7776], [-1.5399, -0.3602, -3.6437], [0.1883, -0.4768, -3.5104], [1.6888, -0.0763, -1.6760], [0.7190, -4.1739, 4.4669], [-0.3170, -5.1502, 5.1203], [0.2459, -6.6247, 4.7756], [-0.2716, -5.0390, 6.7454], [-1.0764, -3.8791, 7.1923], [-2.5053, -3.8029, 6.6166], [-2.5660, -3.9237, 5.1165], [-3.9975, -4.1575, 4.6501], [-2.1111, -2.5803, 4.5289], [-1.6648, -4.9331, 4.6535], [-1.7768, -5.1526, 3.3809], [0.9738, -3.3460, 5.1286], [1.6609, -4.6583, 4.2094], [0.4244, -3.7998, 3.4864], [1.1713, -6.8570, 5.3026], [-0.4903, -7.3771, 5.0584], [0.2699, -6.6022, 3.6861], [-0.6642, -5.9110, 7.2683], [0.7545, -4.9820, 7.1086], [-1.0561, -3.9751, 8.2779], [-0.4688, -3.0187, 6.9120], [-3.0908, -2.9667, 6.9987], [-3.1204, -4.5188, 7.1616], [-4.1621, -4.0986, 3.5742], [-4.6096, -3.5225, 5.2906], [-4.3237, -5.1716, 4.8807], [-2.3287, -1.7938, 5.2515], [-2.5849, -2.2717, 3.5970], [-1.0321, -2.4990, 4.3977], [-1.5962, -4.2829, 3.0165], [-3.9574, -0.4781, -5.6581], [-4.7418, 0.8148, -5.3408], [-4.2091, 1.4212, -4.0953], [-4.4204, 1.7797, -6.4367], [-5.0020, 1.5157, -7.8670], [-6.5122, 1.2762, -7.7898], [-6.9633, 0.3154, -6.5844], [-8.4883, 0.5658, -6.3409], [-6.6340, -1.1617, -6.9927], [-6.1987, 0.6970, -5.3248], [-6.6850, 0.0788, -4.2050], [-4.1847, -1.2811, -4.9570], [-4.0547, -0.9400, -6.6406], [-2.8782, -0.3319, -5.6113], [-3.1480, 1.4932, -4.3341], [-4.7050, 2.3376, -3.7754], [-4.1359, 0.7525, -3.2377], [-4.8424, 2.7523, -6.1834], [-3.3419, 1.9261, -6.4952], [-4.6272, 2.2590, -8.5707], [-4.4294, 0.6526, -8.2066], [-7.0451, 0.8975, -8.6619], [-7.0515, 2.1639, -7.4593], [-8.6478, 0.2485, -5.3104], [-9.0850, 0.1190, -7.1361], [-8.7570, 1.6220, -6.3627], [-7.5770, -1.5499, -7.3777], [-6.4832, -1.7036, -6.0591], [-5.7525, -1.2645, -7.6254], [-6.8480, 0.7872, -3.5780], [5.0757, -0.1364, 0.7214], [6.5428, -0.3989, 1.0496], [6.4926, -1.7978, 1.7910], [7.2953, -0.7298, -0.2751], [8.7737, -0.8327, -0.2424], [9.3710, 0.3582, 0.5387], [8.6476, 0.6383, 1.9011], [9.1174, -0.3898, 2.9979], [9.2253, 2.0043, 2.3538], [7.2039, 0.7018, 1.7269], [6.6289, 0.9006, 3.0023], [4.4739, -0.0485, 1.6260], [5.0323, 0.8456, 0.2503], [4.5784, -0.9766, 0.2369], [7.3751, -2.4190, 1.6377], [6.2913, -1.6291, 2.8489], [5.6122, -2.3285, 1.4286], [6.9060, -1.6570, -0.6955], [7.1742, 0.0264, -1.0507], [9.0459, -1.7494, 0.2808], [9.2712, -0.8017, -1.2117], [9.3172, 1.2877, -0.0281], [10.4266, 0.1321, 0.6890], [10.1684, -0.2384, 3.2443], [8.9066, -1.4208, 2.7138], [8.6179, -0.5041, 3.9599], [9.0226, 2.3389, 3.3712], [8.7124, 2.7768, 1.7809], [10.2937, 2.2201, 2.3630], [6.3280, 1.8121, 3.0145], [0.0920, 3.7264, -4.5195], [-0.5316, 4.7531, -5.3151], [-1.5466, 4.2845, -6.1022], [-2.1566, 5.5926, -6.8094], [-3.1575, 6.4365, -6.0708], [-2.7598, 5.0893, -7.9684], [0.3484, 2.8311, -5.0858], [-0.5483, 3.4549, -3.6802], [0.9694, 4.1416, -4.0236], [-1.2696, 3.5155, -6.8234], [-2.3309, 3.7914, -5.5279], [-1.4135, 6.2700, -7.2302], [-2.7475, 6.9891, -5.2254], [-4.0360, 5.9162, -5.6891], [-3.7027, 7.2233, -6.5922], [-2.0443, 5.0003, -8.6756], [-3.5740, 5.6251, -8.2333], [-2.0940, 5.4202, -2.2305], [-2.0667, 5.6157, -0.8252], [-1.5861, 4.4929, -0.0138], [-0.0939, 4.1314, -0.3123], [0.3406, 2.9509, 0.5702], [0.8884, 5.1903, -0.2480], [-2.7497, 6.0842, -2.7937], [-2.4698, 4.4359, -2.5099], [-1.0890, 5.4767, -2.6486], [-1.7912, 4.6727, 1.0415], [-2.3078, 3.7313, -0.3091], [0.1271, 4.0179, -1.3736], [0.2765, 3.1400, 1.6417], [1.3313, 2.5836, 0.3024], [-0.3738, 2.1584, 0.3472], [0.8966, 5.5046, 0.7119], [0.4104, 5.9126, -0.7675], [5.4236, -4.4389, -1.5764], [4.3622, -4.1751, -0.9128], [3.7060, -3.2685, -1.6033], [4.0003, -4.5654, 0.1828], [6.2150, -4.9143, -1.1669], [5.5756, -3.8694, -2.3965], [2.8402, -2.8959, -1.2405], [4.0953, -2.9813, -2.4900], [-0.6066, -5.4368, -6.7813], [0.0905, -4.7847, -5.9236], [-0.2783, -3.5979, -5.8833], [1.1171, -5.2086, -5.3500], [-1.4530, -5.0816, -7.2025], [-0.2688, -6.3788, -6.9179], [0.1689, -2.9876, -5.2142], [-1.1179, -3.3095, -6.3649]]}

---

Record 2
{"formula": "C19H28FN3O2P", "method": "ωB97M-V with the def2-TZVPD basis set", "e_homo_ha": -0.2788, "orbital_gap_ev": 1.6, "e_above_lowest_ev": 6.2378, "total_charge": 1, "e_tot_ha": -1496.2080, "symbols": ["C", "P", "C", "C", "N", "C", "C", "C", "F", "C", "O", "O", "H", "H", "H", "H", "H", "H", "H", "H", "H", "H", "H", "H", "H", "H", "C", "N", "C", "C", "C", "C", "C", "C", "C", "C", "N", "C", "C", "C", "H", "H", "H", "H", "H", "H", "H", "H", "H", "H", "H", "H", "H", "H"], "xyz": [[0.1531, -1.1195, -2.4335], [-0.0210, -1.0939, -4.3335], [1.7130, -1.4046, -5.0732], [-0.8429, 0.4966, -4.9922], [-0.2491, 0.7546, -6.3874], [-2.4791, 0.3515, -5.2299], [-3.2976, -0.0836, -3.8715], [-4.6023, -0.9860, -4.3999], [-4.2983, -2.3941, -4.0538], [-0.5912, 1.8426, -4.0940], [-0.7162, 1.9603, -2.7701], [-0.2351, 3.0918, -4.8333], [0.4331, -2.2265, -2.1165], [-0.7898, -0.7316, -1.8519], [1.0941, -0.4355, -2.1730], [2.1774, -2.3155, -4.4568], [2.4181, -0.4907, -4.8664], [1.6292, -1.7143, -6.2014], [0.7118, 1.1649, -6.3181], [-0.1336, -0.2113, -6.8143], [-2.6104, -0.3782, -6.1355], [-2.8859, 1.4095, -5.5871], [-3.7840, 0.8799, -3.3758], [-2.6448, -0.7086, -3.1150], [-5.6238, -0.5835, -3.9927], [-4.6593, -0.9423, -5.5911], [4.2244, 2.0705, 7.5233], [3.3017, 1.4720, 6.5378], [2.0416, 1.1618, 6.9175], [1.1318, 0.6333, 5.9980], [1.5118, 0.4243, 4.6687], [2.8323, 0.7365, 4.3220], [3.7116, 1.2574, 5.2702], [0.5677, -0.0772, 3.6538], [0.2955, 0.6703, 2.5016], [-0.5585, 0.1739, 1.5180], [-1.1342, -1.0392, 1.6596], [-0.9156, -1.7800, 2.7700], [-0.0701, -1.3152, 3.7801], [-1.9976, -1.5787, 0.5911], [4.2989, 1.3886, 8.3742], [3.8045, 3.0343, 7.8246], [5.2088, 2.2161, 7.0729], [1.7689, 1.3512, 7.9529], [0.1189, 0.4120, 6.3324], [3.1944, 0.5760, 3.3074], [4.7380, 1.5105, 5.0169], [0.7445, 1.6520, 2.3554], [-0.7764, 0.7388, 0.6146], [-1.4109, -2.7456, 2.8317], [0.0997, -1.9462, 4.6512], [-2.9742, -1.8030, 1.0262], [-1.5183, -2.4833, 0.2061], [-2.1048, -0.8431, -0.2102]]}

---

Record 3
{"formula": "C3H6O", "method": "ωB97M-V with the def2-TZVPD basis set", "e_homo_ha": [0.0454, -0.0973], "orbital_gap_ev": [2.2, 6.0], "multiplicity": 2, "e_above_lowest_ev": 2.2303, "total_charge": -1, "e_tot_ha": -193.0057, "symbols": ["C", "C", "H", "H", "H", "H", "O", "C", "H", "H"], "xyz": [[1.6732, 2.7568, 2.0242], [0.6007, 2.8500, 1.2694], [1.6489, 2.0517, 2.7878], [2.4550, 3.5541, 2.2010], [-0.2557, 2.2428, 1.3429], [0.6069, 3.2514, 0.2671], [-0.8959, -2.2367, -1.9459], [-1.2938, -3.2549, -1.4200], [-2.0356, -3.0888, -0.5247], [-1.1329, -4.2293, -1.7480]]}